1.
{"formula": "C32H33BF3NO3", "method": "ωB97M-V/def2-TZVPD", "smiles": "C[C@H](B1OC(C)(C)C(C)(C)O1)n1c2ccccc2c2ccccc21.Cc1ccc(-c2ccc(C(F)(F)F)cc2)o1", "homo_ev": -7.3967, "relative_energy_kj_mol": 0.0, "symbols": ["C", "C", "B", "O", "C", "C", "C", "C", "C", "C", "O", "N", "C", "C", "C", "C", "C", "C", "C", "C", "C", "C", "C", "C", "H", "H", "H", "H", "H", "H", "H", "H", "H", "H", "H", "H", "H", "H", "H", "H", "H", "H", "H", "H", "H", "H", "H", "H", "C", "C", "C", "C", "C", "C", "C", "C", "C", "C", "F", "F", "F", "C", "C", "O", "H", "H", "H", "H", "H", "H", "H", "H", "H"], "positions_angstrom": [[1.66473, 0.09582, 3.46186], [2.14515, 0.39128, 2.07602], [3.21675, 1.85757, 2.21128], [3.97826, 1.98774, 3.35251], [5.26346, 2.45686, 2.86801], [5.35003, 3.95419, 3.15800], [6.34511, 1.76264, 3.66946], [5.21614, 2.13096, 1.31599], [5.93333, 3.11620, 0.42156], [5.69355, 0.71471, 0.98784], [3.79962, 2.20289, 1.01372], [1.13870, 1.00181, 1.22030], [0.43543, 0.44659, 0.14489], [0.69715, -0.67072, -0.63984], [-0.29944, -1.08411, -1.53225], [-1.45429, -0.31274, -1.73491], [-1.60475, 0.92548, -1.10513], [-0.65355, 1.30168, -0.16864], [-0.53366, 2.46667, 0.65882], [-1.26857, 3.64782, 0.70889], [-0.86660, 4.63755, 1.61126], [0.20724, 4.41404, 2.48993], [0.94472, 3.21602, 2.45184], [0.57745, 2.25276, 1.51716], [2.49702, -0.29006, 4.05805], [1.27530, 0.99470, 3.95169], [0.86716, -0.65945, 3.43010], [2.64202, -0.43449, 1.56383], [6.31585, 4.35464, 2.82166], [4.53825, 4.52633, 2.68574], [5.29823, 4.10145, 4.24485], [7.33340, 2.01939, 3.26368], [6.30652, 2.12627, 4.70406], [6.22842, 0.67203, 3.67491], [7.00972, 3.08195, 0.63003], [5.79569, 2.84235, -0.62987], [5.57962, 4.14220, 0.57069], [6.78693, 0.66213, 1.06375], [5.25474, -0.04656, 1.65192], [5.42490, 0.46276, -0.04823], [1.64308, -1.19103, -0.54467], [-0.18020, -2.02683, -2.06778], [-2.22685, -0.67886, -2.41352], [-2.44618, 1.59402, -1.29424], [-2.11167, 3.77320, 0.03135], [-1.40141, 5.58793, 1.64548], [0.47733, 5.19002, 3.20535], [1.74581, 3.03958, 3.17688], [4.40929, -3.10240, 0.41778], [3.39524, -3.06464, 1.44783], [3.42960, -3.24232, 2.80799], [2.09849, -3.04577, 3.27544], [1.29710, -2.76117, 2.17929], [-0.12851, -2.79603, 1.99981], [-1.01092, -2.39482, 3.03128], [-2.38279, -2.36862, 2.81806], [-2.89172, -2.79273, 1.59878], [-4.37333, -2.81133, 1.35454], [-4.70964, -2.01351, 0.29022], [-4.82303, -4.07077, 1.05224], [-5.09846, -2.37814, 2.42458], [-2.05116, -3.24507, 0.58448], [-0.68908, -3.29428, 0.80249], [2.10548, -2.80229, 1.05857], [5.26239, -3.68889, 0.77847], [4.03801, -3.54754, -0.51452], [4.78665, -2.09335, 0.19044], [4.29766, -3.51916, 3.40161], [1.74863, -3.11294, 4.29981], [-0.60293, -2.10139, 3.99935], [-3.05362, -2.02257, 3.59824], [-2.46249, -3.56589, -0.36825], [-0.04048, -3.70377, 0.02763]], "forces_ev_per_a": [[-0.699, -0.704, 0.396], [1.186, 4.451, 0.151], [-0.103, -4.531, -0.544], [-0.091, 0.254, -0.907], [0.180, 0.647, -0.046], [0.068, 0.234, -0.004], [0.265, -0.223, -0.037], [0.082, 0.185, 0.104], [0.378, 0.285, 0.052], [0.063, -0.228, 0.029], [0.142, 0.311, 0.798], [-0.927, -0.002, -0.461], [-0.287, 0.755, 0.229], [-0.201, -0.204, -0.023], [0.219, 0.431, 0.213], [-0.149, 0.096, -0.133], [0.080, -0.354, -0.090], [0.145, -0.533, -0.106], [0.067, 0.377, 0.415], [0.497, -0.008, 0.245], [-0.084, -0.127, 0.063], [0.138, -0.325, -0.401], [-0.221, 0.310, 0.287], [-0.447, -0.668, -0.669], [-0.147, 0.043, -0.017], [0.062, -0.163, -0.068], [0.209, 0.369, 0.285], [0.104, 0.299, 0.072], [-0.246, -0.035, 0.039], [0.223, -0.216, 0.069], [-0.105, -0.019, -0.269], [-0.175, -0.111, 0.082], [-0.008, -0.173, -0.221], [0.027, 0.271, -0.043], [-0.111, 0.093, -0.034], [-0.081, 0.015, 0.204], [0.030, -0.268, -0.075], [-0.204, -0.055, 0.071], [0.088, 0.271, -0.149], [-0.020, 0.166, 0.277], [-0.318, -0.177, 0.065], [0.033, 0.316, 0.022], [0.241, 0.155, 0.149], [0.123, -0.351, -0.099], [0.150, 0.163, 0.202], [0.141, -0.287, 0.060], [-0.023, -0.220, -0.159], [-0.349, 0.217, -0.076], [1.102, 0.083, -0.923], [-1.554, -0.148, 1.534], [-0.056, 0.169, -0.500], [-0.830, 0.304, -0.567], [2.211, -1.449, 0.803], [-1.557, -0.062, -0.071], [0.544, -0.013, -0.426], [0.184, -0.189, 0.046], [-0.261, 0.015, -0.046], [-0.647, 0.139, -0.272], [0.105, -0.639, 0.777], [0.265, 0.948, 0.195], [0.491, -0.316, -0.799], [-0.051, -0.106, 0.280], [0.425, 0.358, 0.110], [0.149, -0.111, 0.326], [-0.153, 0.101, -0.157], [0.076, 0.090, 0.248], [-0.107, -0.225, -0.064], [-0.246, 0.184, -0.224], [0.081, -0.046, -0.229], [-0.150, 0.058, -0.295], [0.116, -0.113, -0.106], [0.015, -0.034, 0.176], [-0.101, 0.275, 0.237]]}

2.
{"formula": "C32H33HoN5O4S2", "method": "ωB97M-V/def2-TZVPD", "charge": 1, "homo_ev": [-8.9594, -8.9612], "s2": 6.004, "spin_multiplicity": 5, "symbols": ["Ho", "O", "C", "C", "C", "C", "C", "C", "C", "O", "N", "N", "C", "C", "C", "C", "C", "C", "N", "H", "H", "H", "H", "H", "H", "H", "H", "H", "H", "C", "C", "N", "C", "C", "C", "S", "N", "C", "O", "C", "C", "C", "C", "C", "C", "H", "H", "H", "H", "H", "H", "H", "H", "H", "H", "H", "H", "H", "H", "H", "C", "S", "O", "C", "C", "C", "C", "C", "C", "H", "H", "H", "H", "H", "H", "H", "H"], "positions_angstrom": [[0.51901, 0.03587, 1.30862], [1.79160, -3.52720, -2.96459], [-2.42258, -4.27046, 2.04081], [-3.64912, -5.04373, 2.18543], [-4.61575, -4.81892, 3.16318], [-4.30479, -3.89003, 4.16608], [-3.20178, -3.07074, 4.01882], [-2.35325, -3.13013, 2.93018], [-1.31944, -2.06014, 2.82809], [-0.67454, -1.85542, 1.72529], [-1.24682, -1.17334, 3.87266], [-0.26526, -0.29884, 3.57812], [-0.47647, 1.00326, 3.91876], [0.54843, 1.92868, 3.69727], [0.44542, 3.28457, 4.05229], [1.60497, 4.05745, 4.14888], [2.77580, 3.45790, 3.65684], [2.70852, 2.17686, 3.02494], [1.58857, 1.46316, 2.91779], [2.35211, -2.69741, -3.18148], [-3.94953, -5.64555, 1.34848], [-5.53132, -5.38421, 3.07710], [-4.95272, -3.73594, 5.06955], [-2.97197, -2.38301, 4.80565], [-1.36820, 1.32783, 4.41169], [-0.50853, 3.67930, 4.32769], [1.58859, 5.09604, 4.59180], [3.70460, 4.05669, 3.78589], [3.58993, 1.81522, 2.53212], [3.70757, 3.17075, -3.15280], [4.45355, 1.94276, -2.70516], [3.77186, 0.59658, -2.78402], [4.07387, -0.14671, -3.95128], [3.30805, 0.15342, -5.29356], [2.99529, 0.07458, -1.81807], [2.90369, 0.84386, -0.29598], [2.41728, -1.16775, -2.07037], [1.43787, -1.73365, -1.36981], [0.75028, -1.29240, -0.35540], [1.12009, -3.07920, -1.86797], [0.03547, -3.83924, -1.33961], [-0.11659, -5.21546, -1.61504], [-0.87756, -6.10974, -0.89593], [-1.61038, -5.73890, 0.25780], [-1.46132, -4.63052, 1.07487], [2.85136, 3.26050, -2.48841], [3.25857, 3.17803, -4.16206], [4.17586, 4.16282, -3.01755], [4.81520, 1.99251, -1.65816], [5.26422, 1.75893, -3.36297], [3.86438, -1.22638, -3.84357], [5.16319, -0.06044, -4.18389], [3.65724, -0.52422, -6.06248], [3.44288, 1.23518, -5.56753], [2.22463, 0.01185, -5.21223], [-0.60949, -3.29539, -0.61840], [0.37426, -5.61352, -2.53074], [-0.83644, -7.15121, -1.06378], [-2.38926, -6.40317, 0.57562], [-0.61822, -3.98022, 1.07921], [-2.46623, 0.65278, -1.30234], [-2.29608, 1.59749, 0.22156], [-0.79791, 1.55402, 0.70837], [-2.53683, 3.26592, -0.45272], [-3.59123, 4.07686, -0.08029], [-3.57819, 5.42705, -0.46769], [-2.56550, 5.98951, -1.13541], [-1.45470, 5.14016, -1.52805], [-1.41244, 3.83957, -1.10519], [-3.20159, -0.09733, -1.21647], [-1.51956, 0.18318, -1.49840], [-2.68815, 1.36477, -2.09473], [-4.55770, 3.66168, 0.26918], [-4.42080, 5.99646, -0.19555], [-2.72592, 6.98833, -1.55327], [-0.66507, 5.54169, -2.17539], [-0.47496, 3.24650, -1.13229]], "forces_ev_per_a": [[1.724, -1.791, 0.068], [1.101, 1.964, 0.506], [-3.273, 0.476, 2.369], [0.313, 1.564, -0.265], [1.458, 0.235, -0.379], [-0.991, 0.078, 0.863], [-0.751, -0.422, 0.505], [1.520, -1.397, -0.900], [-0.257, 0.904, 0.621], [-0.493, 0.043, 0.812], [0.480, -0.791, -1.692], [-1.163, 3.460, 0.796], [-0.620, -4.147, -0.212], [1.056, 1.488, -2.001], [0.722, -0.542, 0.606], [0.122, -0.135, -0.533], [0.092, 0.220, 0.483], [0.106, 1.944, 0.037], [0.635, 0.999, 1.934], [-0.666, -1.606, 0.250], [0.139, -0.538, 0.021], [-0.131, 0.064, 0.408], [0.622, -0.286, -1.085], [-0.067, 0.496, 0.092], [-0.573, -0.144, 0.337], [-0.418, 0.024, 0.499], [0.059, -1.363, -0.727], [-0.536, -1.031, -0.440], [0.210, -0.255, -0.295], [-1.888, 0.813, 0.334], [0.288, -1.257, 0.859], [-1.099, 0.968, 0.592], [0.303, -2.021, -2.952], [-0.079, 1.775, 1.096], [-0.533, -1.215, 0.226], [-0.325, 0.607, 0.554], [0.045, 1.249, 0.199], [-0.009, 0.577, 0.468], [0.904, -0.229, -1.804], [-3.199, -2.229, 0.107], [2.270, 3.088, -0.131], [-0.674, -2.103, -1.091], [1.558, 1.970, -0.010], [-0.073, 1.830, 1.936], [0.335, -1.464, -1.578], [-0.399, 0.008, 0.134], [0.594, -0.443, 0.266], [0.606, -0.854, -0.061], [-0.137, 0.418, -0.709], [1.163, 0.174, -0.337], [0.407, 0.662, 0.671], [-0.740, 0.026, 0.358], [0.284, 0.118, -0.169], [0.058, -1.074, -0.151], [0.161, -0.122, 0.287], [0.795, -0.620, -0.626], [-0.101, 0.382, 0.859], [-0.083, -0.897, -0.854], [-0.299, -0.388, -0.198], [0.512, 0.035, -0.438], [1.113, 1.098, -0.338], [-0.372, 0.788, 0.509], [-2.223, 0.670, -1.439], [1.612, 0.579, 0.780], [-1.091, -0.771, -0.685], [-0.827, -1.392, 1.223], [2.050, -0.665, -2.336], [-0.821, 1.660, 0.009], [0.285, -0.995, 0.663], [-0.969, -0.732, 0.370], [0.575, -0.267, -0.135], [-0.058, -0.197, -0.040], [0.934, 0.226, 0.304], [-0.931, 0.678, 0.176], [0.608, -0.239, 0.373], [-0.219, -0.127, 0.562], [-0.730, 0.394, -0.515]]}

3.
{"formula": "C32H33N7O5ReS4", "method": "ωB97M-V/def2-TZVPD", "charge": 2, "homo_ev": [-12.4386, -12.4224], "relative_energy_kj_mol": 182.0, "s2": 3.786, "spin_multiplicity": 4, "symbols": ["Re", "C", "O", "C", "C", "C", "C", "C", "C", "N", "N", "C", "C", "O", "C", "C", "C", "C", "C", "C", "C", "C", "H", "H", "H", "H", "H", "H", "H", "H", "H", "H", "H", "H", "H", "N", "C", "C", "C", "C", "C", "C", "S", "O", "O", "N", "C", "S", "C", "C", "N", "H", "H", "H", "H", "H", "H", "H", "H", "C", "N", "C", "C", "N", "C", "S", "H", "H", "H", "H", "H", "H", "C", "S", "C", "O", "H", "H", "H", "H", "H", "H"], "positions_angstrom": [[-0.03015, -0.05950, -0.84078], [-2.40901, 2.30214, -1.77623], [-1.78846, 1.53603, -0.74843], [-2.27268, 1.66380, 0.53200], [-3.09899, 2.67852, 0.99344], [-3.52524, 2.66823, 2.31487], [-3.12698, 1.66570, 3.18617], [-2.33253, 0.62999, 2.72671], [-1.91059, 0.61550, 1.39894], [-1.18193, -0.44432, 0.82454], [-1.43377, -1.58872, 1.33369], [-1.14076, -2.76578, 0.79664], [-0.85696, -2.90790, -0.61820], [-0.79803, -1.89841, -1.40706], [-0.72831, -4.21482, -1.15666], [-0.81588, -5.31815, -0.36715], [-1.12857, -5.22060, 1.01582], [-1.29572, -6.36834, 1.80292], [-1.67188, -6.26694, 3.12291], [-1.86416, -5.01071, 3.69980], [-1.67338, -3.86660, 2.95695], [-1.31730, -3.94398, 1.60348], [-2.40519, 3.36545, -1.53007], [-3.43506, 1.95520, -1.91895], [-1.81706, 2.15509, -2.67845], [-3.42638, 3.47068, 0.33968], [-4.18708, 3.44817, 2.65701], [-3.45603, 1.68140, 4.21371], [-2.05375, -0.19590, 3.36353], [-0.52754, -4.28019, -2.21502], [-0.66748, -6.29798, -0.79773], [-1.13794, -7.33315, 1.34801], [-1.83406, -7.15724, 3.70836], [-2.15506, -4.93724, 4.73641], [-1.81311, -2.89088, 3.39383], [-1.01633, -1.31063, -8.97773], [-0.62373, -0.75652, -7.81514], [0.63545, -1.07768, -7.26971], [1.05876, -0.46992, -6.11394], [0.23970, 0.44840, -5.47215], [-1.01864, 0.75556, -5.96665], [-1.44863, 0.15934, -7.13166], [0.93275, 1.22297, -4.05336], [0.11451, 2.31881, -3.57657], [2.32813, 1.48553, -4.28209], [0.84943, 0.12990, -2.82940], [1.88123, -0.60598, -2.45732], [3.35834, -0.99393, -3.23628], [3.77594, -1.96174, -1.85036], [2.81621, -1.90980, -0.89728], [1.75581, -1.12933, -1.23672], [-0.40416, -1.93520, -9.47481], [-1.89426, -1.06897, -9.40309], [1.27745, -1.77951, -7.77943], [2.03859, -0.66317, -5.70903], [-1.63205, 1.48107, -5.45566], [-2.41229, 0.40976, -7.54774], [4.69817, -2.50812, -1.83818], [2.83563, -2.41053, 0.05383], [3.95549, 1.58248, 1.98415], [2.74165, 1.84777, 2.70222], [2.46508, 2.89420, 3.53940], [1.20879, 2.71554, 4.02083], [0.72805, 1.55949, 3.46641], [1.67562, 1.01987, 2.66557], [1.61434, -0.44114, 1.83956], [4.61389, 2.44449, 2.03549], [3.71281, 1.35095, 0.94497], [4.46404, 0.71649, 2.41275], [3.17284, 3.66813, 3.75497], [0.63668, 3.30360, 4.70874], [-0.16986, 1.13266, 3.64605], [1.21394, 4.26828, 0.23928], [0.87275, 3.15815, -1.18758], [2.43448, 3.51137, -2.02782], [1.09087, 1.80429, -0.50276], [1.13595, 5.29356, -0.10031], [2.20962, 4.07932, 0.62124], [0.48030, 4.07609, 1.01474], [2.40919, 4.55309, -2.32699], [2.51240, 2.89527, -2.91886], [3.27548, 3.32155, -1.37165]], "forces_ev_per_a": [[0.476, -0.231, -0.486], [-0.441, 0.332, -0.908], [1.023, -0.833, 0.065], [-0.086, -0.633, 1.287], [0.166, -0.022, -0.295], [0.088, -0.035, -0.008], [0.001, 0.020, -0.085], [0.091, -0.049, -0.342], [-0.347, 0.931, 0.083], [0.006, -0.544, -0.770], [-0.511, -0.126, 0.543], [0.574, 0.537, -1.094], [-0.113, -0.832, 1.223], [0.421, 2.164, -0.117], [0.052, 0.219, -0.258], [-0.047, 0.388, -0.064], [-0.104, 0.353, 0.442], [-0.063, 0.038, 0.171], [0.028, -0.087, -0.190], [0.090, 0.101, -0.140], [0.043, 0.020, -0.172], [-0.119, -0.648, 0.353], [0.099, -0.134, 0.054], [0.081, 0.025, 0.067], [-0.141, -0.004, 0.174], [-0.050, 0.040, -0.065], [-0.009, 0.105, 0.028], [-0.050, -0.038, 0.069], [-0.014, -0.111, 0.067], [0.006, -0.074, -0.094], [-0.001, -0.091, -0.045], [-0.011, -0.168, -0.035], [0.040, -0.107, 0.073], [-0.045, 0.019, 0.077], [-0.008, 0.033, 0.123], [-0.090, -0.196, -0.247], [0.097, 0.148, 0.250], [-0.057, 0.098, 0.133], [0.039, -0.082, -0.253], [0.422, 0.398, 0.802], [-0.076, 0.057, -0.054], [0.137, -0.039, 0.067], [-0.666, 0.108, -0.648], [-0.149, -0.423, -0.658], [-0.005, -0.353, -0.290], [-1.268, 0.454, 0.524], [1.446, -0.770, -0.114], [0.007, -0.174, 0.444], [-0.495, 0.070, 0.149], [0.968, -0.513, 0.236], [-1.222, 1.171, -0.801], [-0.129, 0.073, -0.005], [0.082, -0.031, 0.010], [0.060, -0.069, -0.062], [0.169, -0.146, -0.135], [-0.120, 0.082, -0.002], [-0.110, 0.043, -0.005], [0.132, -0.110, 0.092], [0.045, -0.037, 0.100], [0.607, -0.253, -0.363], [-0.848, -0.207, 0.142], [-0.411, 0.388, 0.503], [0.315, 0.403, 0.044], [0.470, -0.032, -0.184], [-0.150, -0.197, -0.107], [-0.035, -0.532, -0.337], [-0.048, 0.079, 0.048], [0.045, 0.056, 0.085], [-0.031, 0.086, -0.033], [0.151, 0.123, 0.008], [-0.050, 0.123, 0.107], [0.161, 0.038, -0.103], [-0.289, -0.421, -0.534], [0.919, 2.001, 1.049], [-0.373, -0.243, -0.161], [-0.583, -2.022, 0.229], [-0.060, 0.206, -0.110], [0.171, -0.155, -0.027], [-0.194, -0.083, 0.001], [-0.088, 0.243, 0.015], [-0.001, 0.115, 0.153], [-0.021, -0.030, 0.315]]}

Ordered strongest force on any atom results: 4.61; 4.20; 2.44; unit eV/A.